{
  "formula": "C15H21NO2",
  "method": "ωB97M-V/def2-TZVPD",
  "e_homo_ev": -8.07,
  "smiles": "CCCCOc1ccccc1NC(=O)C=C(C)C",
  "gap_ev": 8.8,
  "species": ["C", "C", "C", "C", "O", "C", "C", "C", "C", "C", "C", "N", "C", "O", "C", "C", "C", "C", "H", "H", "H", "H", "H", "H", "H", "H", "H", "H", "H", "H", "H", "H", "H", "H", "H", "H", "H", "H", "H"],
  "coordinates": [[-2.43, 2.35, -2.38], [-2.47, 1.15, -1.45], [-2.11, -0.15, -2.18], [-2.01, -1.32, -1.21], [-0.85, -1.14, -0.43], [-0.57, -2.04, 0.57], [-1.36, -3.13, 0.90], [-0.98, -3.96, 1.94], [0.17, -3.72, 2.65], [0.98, -2.64, 2.32], [0.62, -1.80, 1.28], [1.38, -0.70, 0.88], [2.57, -0.24, 1.37], [3.17, -0.76, 2.29], [3.10, 0.94, 0.65], [2.45, 2.05, 0.31], [3.16, 3.18, -0.38], [1.00, 2.31, 0.58], [-2.69, 3.26, -1.85], [-3.13, 2.22, -3.20], [-1.43, 2.47, -2.81], [-1.77, 1.30, -0.63], [-3.47, 1.06, -1.02], [-2.87, -0.37, -2.93], [-1.15, -0.03, -2.68], [-2.90, -1.36, -0.57], [-1.94, -2.27, -1.77], [-2.27, -3.34, 0.36], [-1.61, -4.81, 2.19], [0.46, -4.37, 3.47], [1.89, -2.44, 2.87], [0.99, -0.22, 0.08], [4.17, 0.88, 0.49], [3.21, 4.05, 0.28], [4.17, 2.90, -0.66], [2.61, 3.48, -1.27], [0.61, 1.66, 1.35], [0.87, 3.35, 0.90], [0.42, 2.18, -0.33]]
}